No. 1
Below is a 10-piece molecular cluster, C20H60O20 overall in a non-equilibrium geometry, with properties calculated with wB97M-V/def2-TZVPD.

Last column: Löwdin charge in e.
Positions of all 100 atoms, in Å:
O  -6.38  6.82  0.97  -0.067
C  -7.30  5.85  1.49  -0.251
C  -7.52  4.62  0.66  -0.225
O  -6.28  3.83  0.58  -0.065
H  -6.03  7.23  1.77  0.077
H  -6.85  5.55  2.44  0.116
H  -8.23  6.36  1.78  0.116
H  -7.98  4.84  -0.30  0.115
H  -8.31  4.01  1.09  0.112
H  -6.60  3.00  0.21  0.071
O  7.82  -3.09  -6.34  -0.056
C  8.45  -1.90  -5.98  -0.275
C  7.66  -0.93  -5.10  -0.178
O  7.46  -1.40  -3.66  -0.095
H  7.28  -3.40  -5.61  0.086
H  9.24  -2.27  -5.32  0.114
H  8.95  -1.43  -6.82  0.125
H  6.76  -0.60  -5.62  0.113
H  8.25  -0.02  -5.02  0.107
H  6.97  -0.65  -3.31  0.060
O  -4.67  0.17  -6.09  -0.101
C  -3.87  -0.63  -5.16  -0.183
C  -4.98  -1.37  -4.33  -0.274
O  -5.63  -0.56  -3.41  -0.043
H  -4.29  0.10  -6.97  0.071
H  -3.20  -1.36  -5.59  0.109
H  -3.29  0.18  -4.72  0.114
H  -4.43  -2.25  -4.02  0.102
H  -5.75  -1.73  -5.01  0.117
H  -6.40  -1.04  -3.09  0.088
O  3.60  5.79  -2.11  -0.064
C  3.93  4.87  -3.12  -0.262
C  3.27  3.45  -3.21  -0.184
O  3.82  2.65  -2.11  -0.097
H  3.06  6.55  -2.31  0.090
H  3.63  5.37  -4.04  0.109
H  5.02  4.84  -3.14  0.118
H  3.33  2.88  -4.13  0.115
H  2.19  3.58  -3.11  0.104
H  3.70  3.11  -1.28  0.072
O  0.30  -3.78  9.40  -0.065
C  -0.71  -3.19  8.71  -0.282
C  -2.01  -3.39  9.54  -0.261
O  -2.01  -2.66  10.72  -0.040
H  0.73  -3.13  9.97  0.090
H  -0.38  -2.18  8.43  0.124
H  -0.75  -3.77  7.79  0.118
H  -2.12  -4.46  9.68  0.119
H  -2.70  -3.08  8.76  0.114
H  -1.27  -2.93  11.26  0.084
O  -3.84  4.48  7.42  -0.045
C  -4.18  3.16  7.71  -0.260
C  -4.12  2.18  6.49  -0.274
O  -2.82  1.95  6.13  -0.055
H  -3.62  4.97  8.22  0.090
H  -3.75  2.69  8.60  0.122
H  -5.26  3.06  7.78  0.098
H  -4.64  2.57  5.61  0.113
H  -4.74  1.31  6.70  0.118
H  -2.31  2.74  5.95  0.093
O  5.86  -5.87  -2.41  -0.092
C  5.99  -6.35  -1.08  -0.228
C  5.92  -7.91  -1.22  -0.235
O  6.10  -8.78  -0.12  -0.063
H  6.20  -4.97  -2.30  0.076
H  6.87  -5.84  -0.68  0.115
H  5.11  -5.95  -0.58  0.111
H  6.72  -8.17  -1.92  0.113
H  4.97  -8.16  -1.70  0.122
H  7.06  -8.79  -0.02  0.080
O  -0.45  5.35  3.16  -0.076
C  -1.21  6.15  2.19  -0.215
C  -1.28  7.65  2.52  -0.215
O  -2.28  7.89  3.55  -0.085
H  0.43  5.71  3.30  0.073
H  -0.99  6.00  1.13  0.106
H  -2.23  5.76  2.13  0.115
H  -1.65  8.22  1.67  0.116
H  -0.30  8.02  2.82  0.108
H  -2.20  7.22  4.23  0.073
O  1.37  -1.84  -0.29  -0.087
C  -0.09  -1.50  -0.32  -0.168
C  -0.62  -0.65  0.90  -0.292
O  -0.65  -1.26  2.13  -0.040
H  1.80  -1.00  -0.51  0.063
H  -0.40  -1.23  -1.33  0.107
H  -0.66  -2.42  -0.22  0.107
H  -1.62  -0.33  0.59  0.108
H  -0.15  0.32  1.05  0.111
H  -0.89  -0.55  2.73  0.092
O  0.74  -4.12  -7.70  -0.046
C  1.18  -4.58  -6.47  -0.274
C  0.63  -5.94  -6.06  -0.249
O  0.31  -6.92  -7.02  -0.058
H  0.58  -4.89  -8.25  0.080
H  2.27  -4.64  -6.39  0.109
H  0.89  -3.79  -5.78  0.120
H  -0.37  -5.76  -5.65  0.112
H  1.27  -6.27  -5.24  0.117
H  -0.46  -7.37  -6.67  0.088

Results
- SMILES = OCCO.OCCO.OCCO.OCCO.OCCO.OCCO.OCCO.OCCO.OCCO.OCCO
- F_max (eV/A) = 3.748
- LUMO energy (eV) = 0.10
- relative energy (zero: lowest compared OMol25 entry of this formula, charge and spin) (kcal/mol) = 172.9
- frontier orbital gap (eV) = 9.82
- charge = 0

No. 2
Below is C41H37F9LiN4O3PSSe2 as an isolated structure, with properties calculated with wB97M-V/def2-TZVPD.

Last column: Löwdin charge in e.
Positions of all 99 atoms, in Å:
Li  -1.61  0.01  1.23  0.451
N  -2.18  -2.78  2.72  0.133
C  -3.28  -2.24  2.07  -0.296
C  -4.43  -3.03  1.94  -0.001
C  -5.54  -2.49  1.32  -0.042
C  -5.49  -1.19  0.85  -0.040
C  -4.31  -0.49  1.01  -0.136
N  -3.23  -1.00  1.61  0.025
C  -0.95  -2.24  3.06  -0.297
C  -0.11  -3.01  3.88  -0.001
C  1.11  -2.51  4.25  -0.042
C  1.48  -1.24  3.82  -0.057
C  0.60  -0.55  3.01  -0.185
N  -0.58  -1.04  2.61  0.032
H  -2.31  -3.73  3.03  0.138
H  -4.44  -4.05  2.31  0.115
H  -6.43  -3.09  1.20  0.117
H  -6.33  -0.73  0.35  0.115
H  -4.21  0.53  0.64  0.117
H  -0.43  -3.99  4.21  0.118
H  1.77  -3.09  4.88  0.118
H  2.42  -0.80  4.12  0.106
H  0.84  0.44  2.66  0.083
C  -3.39  0.83  4.46  -0.388
Se  -2.04  1.78  3.45  0.885
C  -3.12  3.38  3.09  -0.540
C  -2.52  4.38  2.12  -0.552
Se  -1.88  3.68  0.41  0.900
C  0.02  3.85  0.80  -0.406
H  -4.24  0.60  3.81  0.018
H  -3.71  1.44  5.30  0.028
H  -2.94  -0.09  4.82  0.019
H  -3.26  3.88  4.05  0.069
H  -4.09  3.02  2.74  0.068
H  -1.66  4.88  2.56  0.063
H  -3.27  5.13  1.88  0.063
H  0.23  4.88  1.09  0.029
H  0.59  3.62  -0.10  0.007
H  0.30  3.17  1.61  0.010
F  3.29  1.50  -6.68  0.130
C  2.34  0.56  -6.41  -0.582
F  2.78  -0.59  -6.93  0.146
F  1.23  0.92  -7.05  0.167
C  2.15  0.46  -4.92  -0.102
C  1.04  1.00  -4.30  0.026
C  0.95  0.95  -2.91  -0.075
C  1.93  0.33  -2.15  -0.360
C  3.05  -0.21  -2.80  -0.058
C  3.17  -0.13  -4.17  0.006
P  1.73  0.23  -0.32  1.117
C  2.39  -1.45  0.01  -0.362
C  1.44  -2.47  0.03  -0.081
C  1.81  -3.78  0.29  0.002
C  3.15  -4.07  0.55  -0.116
C  4.10  -3.07  0.52  0.008
C  3.73  -1.76  0.24  -0.075
C  3.51  -5.47  0.96  -0.581
F  3.17  -5.69  2.25  0.129
F  4.82  -5.71  0.85  0.145
F  2.86  -6.39  0.23  0.147
C  3.07  1.35  0.25  -0.365
C  3.38  2.50  -0.48  -0.069
C  4.11  3.53  0.11  0.005
C  4.51  3.42  1.43  -0.119
C  4.24  2.26  2.15  0.002
C  3.52  1.24  1.56  -0.094
C  5.23  4.55  2.09  -0.579
F  4.83  5.75  1.62  0.140
F  6.56  4.48  1.90  0.146
F  5.03  4.56  3.43  0.133
H  0.24  1.43  -4.89  0.134
H  0.09  1.42  -2.44  0.087
H  3.82  -0.70  -2.22  0.102
H  4.04  -0.53  -4.67  0.129
H  0.40  -2.24  -0.16  0.093
H  1.08  -4.57  0.29  0.129
H  5.14  -3.31  0.71  0.125
H  4.48  -0.99  0.21  0.110
H  3.04  2.59  -1.50  0.109
H  4.32  4.42  -0.46  0.129
H  4.56  2.18  3.18  0.125
H  3.29  0.34  2.13  0.086
N  -1.59  0.06  -0.82  0.007
C  -2.39  -0.12  -2.01  -0.337
C  -2.87  0.99  -2.70  -0.050
C  -3.51  0.82  -3.92  -0.049
C  -3.66  -0.45  -4.44  -0.251
C  -3.25  -1.56  -3.72  -0.049
C  -2.61  -1.40  -2.51  -0.040
S  -4.16  -0.65  -6.18  0.398
O  -4.52  0.70  -6.60  -0.367
O  -5.24  -1.61  -6.16  -0.362
O  -2.91  -1.14  -6.76  -0.360
H  -1.34  1.04  -0.77  0.003
H  -0.73  -0.45  -0.96  0.007
H  -2.73  1.98  -2.28  0.086
H  -3.86  1.66  -4.50  0.109
H  -3.41  -2.54  -4.15  0.120
H  -2.26  -2.26  -1.94  0.104

Results
- F_max (eV/A) = 0.704
- LUMO energy (eV) = -0.70
- relative energy (zero: lowest compared OMol25 entry of this formula, charge and spin) (kcal/mol) = 0.0
- frontier orbital gap (eV) = 6.43
- charge = 0